1.
6
Properties=species:S:1:pos:R:3 method="wB97M-V/def2-TZVPD" homo_ev="-8.822 / -8.823" gap_ev="8.65 / 8.65" e_lumo_ev="-0.1695 / -0.1686" charge=0 largest_force_ha_per_bohr=0.0344 de_lowest_kcal_mol=21.3
N -0.5391 0.1633 -0.0501
N -1.2256 -0.7592 -0.2451
N -2.9827 0.0766 -0.6064
Cl -4.0111 -0.9836 0.2388
Cl -2.8216 1.5717 0.1461
H 0.4670 0.1185 0.0998

2.
7
Properties=species:S:1:pos:R:3 method="wB97M-V/def2-TZVPD" homo_ev=-10.554 gap_ev=10.52 e_lumo_ev=-0.0330 charge=0 largest_force_ha_per_bohr=0.0797 de_lowest_kcal_mol=20.4
N 0.5978 -0.4858 -0.6827
O -0.9120 1.3349 0.1874
O 0.5411 0.1545 1.7419
S -0.3000 0.1251 0.6086
Cl 1.4778 0.8865 -0.9757
Cl -1.6529 -1.3059 0.8742
H 0.2482 -0.7092 -1.7537

3.
8
Properties=species:S:1:pos:R:3 method="wB97M-V/def2-TZVPD" homo_ev=-10.487 gap_ev=9.10 e_lumo_ev=-1.3882 charge=0 largest_force_ha_per_bohr=0.0257 smiles="O=P(=S)OCl.OCl" de_lowest_kcal_mol=26.0
O -3.1904 1.4075 -1.5468
O -3.1355 -1.0034 -0.9071
O 0.3491 -0.4966 -0.9296
P -3.0276 0.5427 -0.3941
S -2.6011 0.8063 1.4195
Cl -3.1321 -2.3004 0.2455
Cl -0.0460 -1.6015 0.3043
H 0.5192 0.3322 -0.4342

4.
23
Properties=species:S:1:pos:R:3 method="wB97M-V/def2-TZVPD" homo_ev=-8.735 gap_ev=1.86 e_lumo_ev=-6.8724 charge=0 largest_force_ha_per_bohr=0.0986 de_lowest_kcal_mol=0.0
Hg -21.0079 12.4712 9.1198
Hg -23.7929 11.5045 14.0731
Hg -27.8962 13.0683 9.9057
S -27.9521 14.6169 6.8942
O -27.0382 15.5770 6.3103
O -27.4330 14.4190 8.3456
O -29.3504 14.9169 6.9479
O -27.5965 13.3090 6.2811
S -20.7154 12.1526 12.5473
O -19.4211 11.6357 12.9036
O -21.8684 11.4405 13.2128
O -20.8232 13.5412 12.9796
O -21.0650 11.9132 11.1119
Cl -23.0790 11.8071 5.8161
O -23.7408 12.8809 5.1399
O -22.0456 12.4919 6.6555
O -23.9635 11.0503 6.6303
O -22.3701 10.9930 4.8707
Cl -24.2901 12.7480 10.4401
O -25.3331 13.7187 10.1939
O -23.0131 13.4866 10.2777
O -24.5178 12.1370 11.7447
O -24.2829 11.7118 9.4643

5.
11
Properties=species:S:1:pos:R:3 method="wB97M-V/def2-TZVPD" homo_ev="-10.688 / -10.673" gap_ev="7.58 / 5.74" e_lumo_ev="-3.1039 / -4.9377" charge=0 largest_force_ha_per_bohr=0.1152 multiplicity=3 de_lowest_kcal_mol=0.0
Ni -4.1655 1.6737 21.1473
Cl -6.7334 0.6323 21.0307
O -5.7382 0.5805 20.0338
O -7.3847 1.8122 20.8089
O -7.4432 -0.6479 21.2727
O -5.9119 0.9112 22.2005
Cl -2.5014 4.4471 22.6849
O -1.0697 4.3904 22.4888
O -2.8231 4.3104 24.0272
O -2.9969 5.6873 22.1344
O -3.2685 3.4025 21.9912

6.
6
Properties=species:S:1:pos:R:3 method="wB97M-V/def2-TZVPD" homo_ev="-9.442 / -9.446" gap_ev="7.45 / 7.52" e_lumo_ev="-1.9914 / -1.9269" charge=0 largest_force_ha_per_bohr=0.0183 smiles="O=S(Cl)#S(=O)Cl" de_lowest_kcal_mol=11.1
O -0.7142 1.2851 -1.5570
O -1.4649 -0.8580 0.4674
S 0.5584 1.1575 -0.8572
S -0.0608 -0.6759 0.7466
Cl -0.0440 -0.5073 2.8422
Cl 1.7254 -0.4014 -1.6419

7.
11
Properties=species:S:1:pos:R:3 method="wB97M-V/def2-TZVPD" homo_ev="-4.522 / -6.617" gap_ev="6.17 / 8.31" e_lumo_ev="1.6455 / 1.6900" charge=-1 largest_force_ha_per_bohr=0.1320 multiplicity=2 de_lowest_kcal_mol=0.0
Pb 20.9174 -4.9685 0.6434
Cl 20.4229 -3.5260 -2.8640
O 20.3202 -3.3438 -1.4375
O 19.7682 -4.6977 -3.1578
O 19.9088 -2.4473 -3.4902
O 21.8504 -3.4606 -3.2410
Cl 19.1370 -7.7748 0.7472
O 20.5097 -7.8399 1.2361
O 18.1619 -7.1178 1.5186
O 19.2351 -6.9521 -0.3728
O 18.6129 -9.1315 0.5930

8.
11
Properties=species:S:1:pos:R:3 method="wB97M-V/def2-TZVPD" homo_ev=-15.630 gap_ev=4.12 e_lumo_ev=-11.5107 charge=+1 largest_force_ha_per_bohr=0.1234 de_lowest_kcal_mol=68.4
Tl -2.1981 0.4462 1.4143
Cl -0.8347 -0.7456 -1.3907
O -0.2930 -1.8140 -0.6257
O -1.9432 -1.2771 -2.0141
O -1.1737 0.3359 -0.4898
O 0.0393 -0.2878 -2.3062
Cl 1.2762 0.7418 1.1706
O 2.3237 1.6726 0.8735
O 1.7050 -0.2832 2.0537
O -0.1930 1.1393 1.3959
O 1.2917 0.0718 -0.0813

9.
4
Properties=species:S:1:pos:R:3 method="wB97M-V/def2-TZVPD" homo_ev=-10.889 gap_ev=9.89 e_lumo_ev=-0.9959 charge=0 largest_force_ha_per_bohr=0.0509 de_lowest_kcal_mol=4.4
O -0.3715 0.3153 -1.4370
S -0.3865 -0.3987 -0.2009
Cl -0.9849 0.6829 1.3397
Cl 1.7429 -0.5996 0.2982

10.
9
Properties=species:S:1:pos:R:3 method="wB97M-V/def2-TZVPD" homo_ev=-10.882 gap_ev=10.37 e_lumo_ev=-0.5085 charge=0 largest_force_ha_per_bohr=0.0137 smiles="Cl[SiH](Cl)Cl.O=[SiH2]" de_lowest_kcal_mol=52.2
O -0.3350 -0.6348 2.4174
Si 0.5941 0.5167 2.6916
Si -0.4411 -0.4478 -2.0561
Cl -1.1757 1.4129 -2.2952
Cl 0.8010 -0.8634 -3.5851
Cl -1.9512 -1.7691 -2.0414
H 0.2878 -0.5112 -0.8041
H 1.3932 1.1866 1.6737
H 0.8269 1.1102 3.9993

11.
6
Properties=species:S:1:pos:R:3 method="wB97M-V/def2-TZVPD" homo_ev=-9.696 gap_ev=9.51 e_lumo_ev=-0.1827 charge=0 largest_force_ha_per_bohr=0.0909 de_lowest_kcal_mol=49.5
O 0.1088 1.3704 -0.1542
Si 0.4157 -0.1239 -0.2778
Cl 0.2152 -0.7578 -2.1158
Cl -1.8768 -1.0976 1.0627
Cl 1.6039 -1.0044 0.9135
H -0.4669 1.6133 0.5716

12.
18
Properties=species:S:1:pos:R:3 method="wB97M-V/def2-TZVPD" homo_ev=-9.469 gap_ev=6.68 e_lumo_ev=-2.7907 charge=0 largest_force_ha_per_bohr=0.0331 de_lowest_kcal_mol=0.0
Na 1.6947 -3.1429 1.2889
Na -0.4672 1.3658 1.9592
Na -1.8217 -2.8148 -0.1003
Cl 2.1711 3.1564 2.2427
O 0.8866 3.4648 2.8886
O 2.3142 1.7042 2.2008
O 2.0329 3.5820 0.8714
O 3.2609 3.7225 2.9596
Cl 0.9997 -0.9115 0.0510
O 1.1057 -2.0043 -0.9074
O 0.5621 0.3018 -0.5146
O 0.0102 -1.3987 1.0538
O 2.2405 -0.8405 0.7657
Cl -3.0255 -1.2217 -2.9541
O -2.6305 -1.0627 -4.3169
O -1.9841 -0.6762 -2.0769
O -4.2895 -0.5720 -2.7800
O -3.0602 -2.6520 -2.6316